(1)
DFT (ωB97M-V/def2-TZVPD) results for one molecule with the formula C4H7Cl at a distorted geometry.

- Calculated total energy: -16782.4074 eV
- Strongest force on any atom: 4.734 eV/A
- Molar mass: 90.55 g/mol
- SMILES string: C/C=C\CCl

ORCA input file:
```
! RIJCOSX wB97M-V def2-TZVPD def2/J DEFGRID3
* xyz 0 1
C 1.03 -0.53 1.09
H -0.04 -0.06 2.96
C 0.63 -1.16 0.05
Cl -0.64 0.97 -1.23
H -1.51 -1.07 -0.06
H 2.04 -0.88 1.43
H 1.26 0.94 2.47
H -0.28 1.01 1.45
C -0.57 -0.85 -0.72
H 1.20 -2.14 -0.25
H -0.56 -1.36 -1.67
C 0.38 0.40 2.01
*
```


(2)
DFT (ωB97M-V/def2-TZVPD) results for one molecule with the formula C4H7Cl at a distorted geometry.

- Calculated total energy: -16782.4182 eV
- Strongest force on any atom: 3.253 eV/A
- Molar mass: 90.55 g/mol
- SMILES string: C=C[C@H](C)Cl

ORCA input file:
```
! RIJCOSX wB97M-V def2-TZVPD def2/J DEFGRID3
* xyz 0 1
H -1.43 1.13 -0.08
C -1.16 -0.98 -0.06
H 0.26 1.03 1.51
H 2.32 0.71 -0.66
C 1.80 0.49 0.30
H -1.28 -1.33 0.92
C 0.54 0.72 0.50
H 2.46 0.14 1.09
H -0.40 -1.74 -0.44
C -0.64 0.46 -0.33
Cl -0.34 0.58 -2.17
H -2.13 -1.21 -0.58
*
```


(3)
DFT (ωB97M-V/def2-TZVPD) results for one molecule with the formula C4H7Cl2N2P at a distorted geometry.

- Calculated total energy: -41574.4733 eV
- Strongest force on any atom: 3.640 eV/A
- Molar mass: 184.99 g/mol
- SMILES string: CC1=NN(C)P(Cl)[C@@H]1Cl

ORCA input file:
```
! RIJCOSX wB97M-V def2-TZVPD def2/J DEFGRID3
* xyz 0 1
N 0.49 0.20 0.17
H 0.61 3.30 0.07
H 0.03 -2.59 0.48
N 0.14 1.41 -0.42
P -1.55 1.63 -0.76
Cl -3.00 0.31 1.66
C -0.43 -0.56 0.56
H 2.10 2.26 -0.24
Cl -1.79 0.66 -2.58
C -1.98 0.02 0.19
H -2.52 -0.70 -0.59
C -0.26 -1.91 1.25
H -1.21 -2.22 1.86
H 1.13 2.87 -1.53
C 1.09 2.54 -0.47
H 0.50 -1.85 2.05
*
```


(4)
DFT (ωB97M-V/def2-TZVPD) results for one molecule with the formula C4H7Cl2N2P at a distorted geometry.

- Calculated total energy: -41574.0880 eV
- Strongest force on any atom: 4.648 eV/A
- Molar mass: 184.99 g/mol
- SMILES string: CC1=NN(C)P(Cl)[C@H]1Cl

ORCA input file:
```
! RIJCOSX wB97M-V def2-TZVPD def2/J DEFGRID3
* xyz 0 1
P -2.35 -0.28 0.48
H 0.87 1.14 -2.26
Cl -2.83 -1.22 -1.18
H 0.60 -1.75 2.02
H 0.67 2.65 -1.39
N -0.71 -1.00 0.68
Cl -1.66 2.67 0.47
C -0.52 -1.82 1.90
C -1.44 1.15 -0.41
C 0.12 0.85 -0.40
H -1.02 -2.71 1.59
H 1.97 1.34 -0.86
H -0.93 -1.46 2.89
C 1.05 1.55 -1.32
H -1.89 1.12 -1.49
N 0.33 -0.22 0.24
*
```


(5)
DFT (ωB97M-V/def2-TZVPD) results for one molecule with the formula C4H7Cl2N2P at a distorted geometry.

- Calculated total energy: -41574.1485 eV
- Strongest force on any atom: 4.229 eV/A
- Molar mass: 184.99 g/mol
- SMILES string: CC1=NN(C)P(Cl)[C@@H]1Cl

ORCA input file:
```
! RIJCOSX wB97M-V def2-TZVPD def2/J DEFGRID3
* xyz 0 1
H 1.88 1.95 -1.35
H -0.47 -0.68 2.78
C 0.84 0.32 -0.38
H -2.27 -0.02 2.64
C -0.04 -0.49 -1.48
H 2.88 0.30 -1.21
H -1.71 -1.70 1.98
Cl -2.55 1.02 -1.11
H 2.62 1.32 0.14
P -1.68 -0.75 -0.65
Cl 0.74 -2.05 -1.74
C -1.45 -0.61 2.15
C 2.09 0.97 -0.73
H -0.20 0.14 -2.63
N 0.29 0.39 0.76
N -0.97 -0.12 0.83
*
```


(6)
DFT (ωB97M-V/def2-TZVPD) results for an isolated ion of composition C4H7Cl3N3O and charge +1 at a distorted geometry.

- Calculated total energy: -48331.1186 eV
- <S²>: 2.013
- Strongest force on any atom: 5.328 eV/A
- Molar mass: 219.48 g/mol

ORCA input file:
```
! RIJCOSX wB97M-V def2-TZVPD def2/J DEFGRID3
* xyz 1 3
O -0.99 2.26 -1.27
H -1.17 3.14 -1.63
N -0.85 2.58 0.11
H -0.71 1.59 2.08
C 0.60 -0.51 0.24
H -1.12 -3.20 -0.87
C -1.21 -2.39 -0.23
Cl 2.65 0.85 1.44
C -0.58 1.57 0.96
C 2.10 -0.20 0.01
H -1.82 -1.63 -0.75
N -0.13 0.44 0.63
H -1.57 3.19 0.51
Cl 3.06 -1.65 -0.25
Cl 2.19 0.80 -1.43
H 0.89 -2.37 -0.24
H -1.45 -2.76 0.78
N 0.13 -1.70 -0.09
*
```


(7)
DFT (ωB97M-V/def2-TZVPD) results for a 3-piece molecular cluster, C4H7ClFN overall at a distorted geometry.

- Calculated total energy: -20982.9507 eV
- Strongest force on any atom: 5.604 eV/A
- Molar mass: 123.56 g/mol

ORCA input file:
```
! RIJCOSX wB97M-V def2-TZVPD def2/J DEFGRID3
* xyz 0 1
C -0.61 -0.65 -0.12
C -0.76 0.95 -0.18
C 0.68 -1.33 -0.83
H 0.72 -1.28 -1.91
H 0.61 -2.39 -0.55
H 0.23 0.50 1.84
H 0.73 2.26 0.82
H -1.88 1.28 -0.38
Cl 2.03 -0.68 0.34
F -1.65 -1.68 0.01
H 1.40 0.99 -1.34
H -1.28 0.28 1.84
C -0.51 0.07 1.16
N 0.30 1.69 -0.69
*
```


(8)
DFT (ωB97M-V/def2-TZVPD) results for an isolated ion of composition C4H7ClN and charge +1 at a distorted geometry.

- Calculated total energy: -18261.4241 eV
- Strongest force on any atom: 2.904 eV/A
- Molar mass: 104.56 g/mol

ORCA input file:
```
! RIJCOSX wB97M-V def2-TZVPD def2/J DEFGRID3
* xyz 1 1
H -2.04 1.12 -0.54
N -0.64 -0.55 0.22
H 1.30 -1.08 0.97
H 0.40 -0.10 2.09
C 1.30 0.96 0.68
H 1.45 1.76 1.40
C -0.69 -0.56 -1.34
H 0.09 -0.68 -2.06
H -1.36 -1.21 0.62
C 0.63 -0.31 1.05
C -1.06 0.70 -0.69
H -1.53 -1.21 -1.53
Cl 2.16 1.15 -0.86
*
```


(9)
DFT (ωB97M-V/def2-TZVPD) results for an isolated ion of composition C4H7ClN and charge +1 at a distorted geometry.

- Calculated total energy: -18264.1907 eV
- Strongest force on any atom: 7.514 eV/A
- Molar mass: 104.56 g/mol
- SMILES string: CC=[N+]=C(C)Cl

ORCA input file:
```
! RIJCOSX wB97M-V def2-TZVPD def2/J DEFGRID3
* xyz 1 1
N 0.33 0.02 0.35
Cl 2.57 -1.25 -0.32
H 1.62 1.98 0.69
C 2.21 1.43 -0.01
C -0.81 -1.02 0.60
H -2.41 -2.08 -0.51
H -0.68 -1.67 1.53
H -2.83 -0.69 0.34
H 2.16 1.78 -1.04
C -2.00 -1.08 -0.23
H 3.24 1.26 0.37
H -1.84 -0.48 -1.07
C 1.56 0.07 0.05
*
```


(10)
DFT (ωB97M-V/def2-TZVPD) results for one molecule with the formula C4H7ClN2 at a distorted geometry.

- Calculated total energy: -19758.5908 eV
- Strongest force on any atom: 7.976 eV/A
- Molar mass: 118.57 g/mol
- SMILES string: C/C=N\N=C(\C)Cl

ORCA input file:
```
! RIJCOSX wB97M-V def2-TZVPD def2/J DEFGRID3
* xyz 0 1
N 0.04 0.96 0.32
H 2.75 1.23 2.12
C -1.28 -1.58 -2.21
H 0.87 2.72 0.90
H -1.65 -1.16 -3.20
C 1.02 1.67 1.05
C -1.40 -0.85 -0.98
C 1.74 1.04 2.13
H -0.20 -1.62 -2.68
H 1.24 1.41 3.18
Cl -2.77 -1.19 -0.03
N -0.51 0.09 -0.43
H -1.66 -2.62 -2.18
H 1.81 -0.09 2.00
*
```


(11)
DFT (ωB97M-V/def2-TZVPD) results for C4H7ClN2O2 as an isolated structure at a distorted geometry.

- Calculated total energy: -23852.6427 eV
- Strongest force on any atom: 5.513 eV/A
- Molar mass: 150.56 g/mol

ORCA input file:
```
! RIJCOSX wB97M-V def2-TZVPD def2/J DEFGRID3
* xyz 0 1
H 1.61 0.39 -1.73
H -0.98 0.29 1.97
H -0.31 0.17 -3.39
C 0.14 -1.53 1.42
Cl 0.05 -2.88 0.24
H -1.63 -0.42 0.40
H -0.27 -2.08 2.27
H 1.15 -1.11 1.57
H -1.62 0.45 -2.11
N 0.68 1.67 0.62
O 0.48 2.09 1.73
C 0.48 0.18 -1.63
O 1.35 2.32 -0.19
N 0.15 0.57 0.20
C -0.69 -0.31 0.98
C -0.58 0.20 -2.37
*
```


(12)
DFT (ωB97M-V/def2-TZVPD) results for a 2-piece molecular cluster, C4H7ClNO overall at a distorted geometry.

- Calculated total energy: -20309.5390 eV
- Strongest force on any atom: 3.305 eV/A
- Molar mass: 120.56 g/mol

ORCA input file:
```
! RIJCOSX wB97M-V def2-TZVPD def2/J DEFGRID3
* xyz 1 1
H -0.35 -1.37 -1.68
C -0.95 -0.87 -0.93
O 2.37 0.93 -0.23
Cl 4.60 -0.49 0.00
H -1.99 -0.75 -1.22
H -1.38 1.87 -0.44
C 3.52 0.69 -0.22
H 0.19 -1.87 0.71
H -1.42 -1.28 1.25
C -0.31 0.14 -0.05
H -0.55 1.88 1.02
H -1.98 1.01 0.88
N -1.12 1.30 0.38
C -0.62 -1.19 0.53
*
```


(13)
DFT (ωB97M-V/def2-TZVPD) results for one molecule with the formula C4H7ClO at a distorted geometry.

- Calculated total energy: -18831.1126 eV
- Strongest force on any atom: 4.164 eV/A
- Molar mass: 106.55 g/mol
- SMILES string: CC(C)C(=O)Cl

ORCA input file:
```
! RIJCOSX wB97M-V def2-TZVPD def2/J DEFGRID3
* xyz 0 1
H 0.87 1.98 0.43
H -1.14 -0.80 -1.66
H -1.92 -0.07 -0.21
C 0.51 1.04 0.98
C -1.15 0.10 -0.87
H 1.44 0.84 1.58
H -0.29 1.16 1.63
H -1.28 1.10 -1.34
C 0.48 -1.33 0.28
H 0.93 0.23 -1.00
Cl 0.77 -2.48 -1.04
O 0.53 -1.80 1.39
C 0.23 0.03 -0.19
*
```


(14)
DFT (ωB97M-V/def2-TZVPD) results for a 2-piece molecular cluster, C4H7ClO2 overall at a distorted geometry.

- Calculated total energy: -20872.2485 eV
- Strongest force on any atom: 4.437 eV/A
- Molar mass: 122.55 g/mol

ORCA input file:
```
! RIJCOSX wB97M-V def2-TZVPD def2/J DEFGRID3
* xyz 0 1
O -0.88 0.72 -1.32
Cl 0.01 1.00 1.55
H -1.37 -1.68 0.89
H 1.82 -1.88 2.90
H 1.93 -0.09 2.97
C -0.29 -1.57 0.67
C 0.46 -0.70 1.63
O -0.75 1.94 -1.76
C -0.68 2.19 -3.04
H 0.25 -2.53 0.54
H -0.52 -1.02 -0.25
H -0.73 3.14 -3.38
C 1.49 -0.94 2.52
H -0.75 1.43 -3.91
*
```


(15)
DFT (ωB97M-V/def2-TZVPD) results for one molecule with the formula C4H7ClO2 at a distorted geometry.

- Calculated total energy: -20877.3045 eV
- Strongest force on any atom: 2.102 eV/A
- Molar mass: 122.55 g/mol
- SMILES string: OC[C@@H]1[C@H](O)[C@@H]1Cl

ORCA input file:
```
! RIJCOSX wB97M-V def2-TZVPD def2/J DEFGRID3
* xyz 0 1
C -0.05 1.43 0.12
H -1.35 -0.40 -1.34
O -0.35 1.28 -1.23
C 0.79 0.39 0.82
H 0.50 1.17 -1.68
H -0.95 0.67 2.13
C -0.70 0.39 1.08
C -1.68 -0.71 0.50
O -1.37 -1.18 -0.78
Cl 1.66 -0.74 -0.13
H 1.35 0.72 1.70
H -1.59 -1.54 1.22
H -2.70 -0.27 0.67
H 0.02 2.47 0.46
*
```


(16)
DFT (ωB97M-V/def2-TZVPD) results for C4H7ClP as an isolated structure at a distorted geometry.

- Calculated total energy: -26062.2330 eV
- Strongest force on any atom: 3.767 eV/A
- Molar mass: 121.53 g/mol

ORCA input file:
```
! RIJCOSX wB97M-V def2-TZVPD def2/J DEFGRID3
* xyz 1 1
H 1.23 0.54 -1.91
C -1.13 1.93 -0.06
H -2.07 2.38 0.27
H 0.76 -2.80 0.33
H -0.55 2.73 0.50
C 1.30 -1.87 0.67
H 1.15 -1.71 1.64
P -1.06 0.22 0.72
C 0.88 -0.73 -0.13
H 2.29 -1.89 0.44
Cl -2.63 -0.68 -0.04
H -1.20 2.10 -1.17
C 1.03 -0.23 -1.26
*
```


(17)
DFT (ωB97M-V/def2-TZVPD) results for a 2-piece molecular cluster, C4H7ClS overall at a distorted geometry.

- Calculated total energy: -27615.0813 eV
- Strongest force on any atom: 3.357 eV/A
- Molar mass: 122.62 g/mol

ORCA input file:
```
! RIJCOSX wB97M-V def2-TZVPD def2/J DEFGRID3
* xyz 0 1
H -0.18 2.36 -0.74
C -1.13 1.87 -1.07
C 0.71 -0.87 1.01
H 0.64 0.02 2.85
H 0.88 -3.05 0.99
H 1.36 1.09 1.62
C 0.44 -2.11 0.71
H -0.28 -2.29 -0.20
Cl 3.00 -0.40 2.54
S -1.40 0.64 0.26
C 1.29 0.09 1.96
H -1.93 2.62 -1.12
H -0.97 1.60 -2.10
*
```


(18)
DFT (ωB97M-V/def2-TZVPD) results for a 2-piece molecular cluster, C4H7ClS overall at a distorted geometry.

- Calculated total energy: -27616.2356 eV
- Strongest force on any atom: 4.430 eV/A
- Molar mass: 122.62 g/mol
- SMILES string: C#CC.SCCl

ORCA input file:
```
! RIJCOSX wB97M-V def2-TZVPD def2/J DEFGRID3
* xyz 0 1
Cl -2.08 -1.52 0.17
S -2.17 1.39 0.41
H 2.52 -0.94 1.69
H -2.60 -0.01 -1.54
H -0.87 1.57 0.98
H 0.85 -1.34 1.29
C 1.54 0.36 -1.31
H 1.36 0.77 -2.27
H 1.24 0.20 1.65
C 1.67 -0.12 -0.20
C 1.55 -0.61 1.14
H -1.07 0.21 -1.30
C -1.94 0.04 -0.70
*
```


(19)
DFT (ωB97M-V/def2-TZVPD) results for one molecule with the formula C4H7ClS2 at a distorted geometry.

- Calculated total energy: -38454.0448 eV
- Strongest force on any atom: 2.067 eV/A
- Molar mass: 154.69 g/mol
- SMILES string: CC(C)(Cl)C(=S)S

ORCA input file:
```
! RIJCOSX wB97M-V def2-TZVPD def2/J DEFGRID3
* xyz 0 1
S 2.01 -1.21 -0.30
H -0.55 2.26 -0.38
H 1.09 1.48 -0.69
H -1.33 -1.38 -1.23
C 0.71 -0.80 0.65
Cl -1.73 0.18 1.33
C 0.18 1.51 -0.03
S 0.56 -1.25 2.25
H -0.06 -0.43 -1.93
H -1.59 0.29 -1.65
H 1.55 -2.15 2.12
C -0.40 0.11 0.14
C -0.89 -0.43 -1.26
H 0.47 1.80 0.98
*
```


(20)
DFT (ωB97M-V/def2-TZVPD) results for C4H7CuO as an isolated structure at a distorted geometry.

- Calculated total energy: -50933.8860 eV
- <S²>: 0.755
- Strongest force on any atom: 2.519 eV/A
- Molar mass: 134.64 g/mol

ORCA input file:
```
! RIJCOSX wB97M-V def2-TZVPD def2/J DEFGRID3
* xyz 1 2
C 1.65 -1.14 1.86
C -1.49 -1.24 -0.37
Cu -0.54 1.57 3.12
H -1.68 -4.12 -1.78
O -1.96 -3.43 -1.16
H 2.01 -1.13 0.76
H -2.00 -1.54 0.55
C 0.71 -0.26 1.80
H 2.36 -1.25 2.69
H -1.50 -0.19 -0.66
H -1.42 -1.85 -2.41
C -1.20 -2.26 -1.41
H -0.12 -2.51 -1.41
*
```